{"formula": "C58H50BN10O16", "method": "ωB97M-V with the def2-TZVPD basis set", "species": ["O", "C", "O", "B", "O", "C", "O", "O", "C", "O", "C", "O", "O", "C", "C", "C", "C", "C", "C", "N", "O", "O", "H", "H", "H", "H", "H", "C", "C", "C", "C", "C", "C", "N", "O", "O", "H", "H", "H", "H", "H", "C", "C", "C", "C", "C", "C", "N", "O", "O", "H", "H", "H", "H", "H", "C", "C", "C", "C", "C", "C", "N", "O", "O", "H", "H", "H", "H", "H", "N", "C", "C", "C", "C", "C", "H", "H", "H", "H", "H", "N", "C", "C", "C", "C", "C", "H", "H", "H", "H", "H", "N", "C", "C", "C", "C", "C", "H", "H", "H", "H", "H", "N", "C", "C", "C", "C", "C", "H", "H", "H", "H", "H", "N", "C", "C", "C", "C", "C", "H", "H", "H", "H", "H", "N", "C", "C", "C", "C", "C", "H", "H", "H", "H", "H"], "xyz": [[-2.7791, 1.0888, -1.9492], [-2.0696, 0.7515, -1.0401], [-1.0025, -0.0024, -1.1491], [-0.3245, -0.1018, 0.1675], [-1.1048, 0.7793, 1.0651], [-2.1635, 1.2333, 0.4163], [-3.1150, 1.7926, 0.8851], [1.0823, 0.3196, 0.0883], [1.8683, -0.7486, 0.2263], [3.0436, -0.6981, 0.0638], [0.9616, -1.9478, 0.5662], [-0.2891, -1.5212, 0.5621], [1.3554, -3.0503, 0.7791], [-1.6709, 4.4261, 4.5623], [-2.2219, 3.6328, 3.5769], [-3.5998, 3.4976, 3.4116], [-4.4215, 4.0669, 4.3746], [-3.8680, 4.8009, 5.4381], [-2.5089, 5.0371, 5.4721], [-5.8742, 3.9908, 4.2839], [-6.5619, 4.3406, 5.2283], [-6.3366, 3.6203, 3.2170], [-0.6017, 4.5860, 4.6097], [-1.6207, 3.0836, 2.8625], [-3.9299, 2.8211, 2.6349], [-4.5558, 5.2611, 6.1336], [-2.1490, 5.6545, 6.2856], [1.7330, -0.4814, -3.4432], [0.7461, -1.3632, -3.8922], [0.8770, -1.9299, -5.1463], [1.9933, -1.6607, -5.9203], [3.0596, -0.8963, -5.4469], [2.8815, -0.2850, -4.2104], [2.0971, -2.2547, -7.2400], [1.2790, -3.1207, -7.5219], [2.8877, -1.8353, -8.0472], [1.6466, 0.0161, -2.4866], [-0.0537, -1.5908, -3.1999], [0.1792, -2.6307, -5.5810], [4.0370, -0.8927, -5.9057], [3.6540, 0.3421, -3.7826], [5.5127, -3.4832, -0.7334], [6.5804, -3.5915, -1.6178], [6.3273, -3.8434, -2.9630], [5.0174, -3.8543, -3.4408], [3.9516, -3.7175, -2.5541], [4.2194, -3.5066, -1.2046], [4.7294, -4.0467, -4.8572], [3.5608, -3.9919, -5.1824], [5.6542, -4.2293, -5.6217], [5.6722, -3.2196, 0.3079], [7.5963, -3.5933, -1.2485], [7.1778, -4.0692, -3.5915], [2.9241, -3.7351, -2.8866], [3.3892, -3.3502, -0.5304], [-3.3805, -2.1606, -5.1066], [-2.8072, -2.3690, -6.3486], [-1.9783, -1.4083, -6.9183], [-1.7339, -0.2073, -6.2362], [-2.2841, -0.0573, -4.9699], [-3.1481, -0.9775, -4.4305], [-0.9369, 0.8488, -6.8202], [-0.3115, 0.5985, -7.8412], [-0.9134, 1.9330, -6.2749], [-3.9123, -2.9648, -4.6123], [-2.8935, -3.3088, -6.8773], [-1.5871, -1.4988, -7.9232], [-2.0075, 0.8208, -4.3982], [-3.6054, -0.7867, -3.4701], [-8.7013, 2.6012, -1.2260], [-8.5750, 3.2637, -0.0735], [-7.3729, 3.4414, 0.5790], [-6.2082, 2.9071, 0.0150], [-6.3198, 2.1794, -1.1647], [-7.5815, 2.0667, -1.7296], [-9.4977, 3.6201, 0.3711], [-7.2427, 3.9973, 1.4974], [-5.2495, 3.1057, 0.4720], [-5.4651, 1.7851, -1.6978], [-7.7837, 1.4600, -2.6051], [2.1443, 5.5364, 0.5665], [1.1878, 6.4334, 0.8204], [-0.1262, 6.0607, 1.0935], [-0.4519, 4.7413, 1.2437], [0.5557, 3.7920, 1.0622], [1.8111, 4.2369, 0.7151], [1.4545, 7.4811, 0.8594], [-0.8769, 6.8318, 1.2244], [-1.4926, 4.4553, 1.3419], [0.3472, 2.7448, 1.2288], [2.6549, 3.5575, 0.7186], [-4.6396, -3.2822, 1.5780], [-4.7770, -4.2980, 2.4270], [-3.8096, -4.7403, 3.3112], [-2.5336, -4.2198, 3.1983], [-2.3456, -3.1413, 2.3179], [-3.4368, -2.7024, 1.5851], [-5.7278, -4.8233, 2.4226], [-4.1038, -5.5211, 4.0001], [-1.7319, -4.5807, 3.8285], [-1.3338, -2.7818, 2.2600], [-3.3289, -1.8506, 0.9194], [6.4649, 1.9711, 0.5952], [7.7289, 1.9635, 0.1189], [8.1833, 1.0606, -0.8388], [7.3362, 0.0865, -1.2995], [6.0343, 0.0742, -0.8293], [5.6425, 1.0510, 0.0802], [8.3574, 2.7222, 0.5651], [9.2338, 1.1120, -1.0999], [7.6362, -0.6684, -2.0161], [5.4332, -0.7715, -1.1341], [4.6332, 1.0500, 0.4685], [5.2448, -2.6410, 2.8439], [3.9881, -3.0159, 2.6213], [2.9843, -3.0504, 3.5972], [3.3669, -2.7360, 4.8960], [4.6745, -2.3506, 5.1450], [5.5814, -2.3383, 4.0961], [3.7245, -3.2632, 1.6022], [2.0054, -3.4291, 3.3441], [2.6110, -2.7650, 5.6709], [4.9715, -2.0874, 6.1513], [6.6262, -2.1355, 4.2991], [-0.7874, -0.4048, 5.1976], [-1.4400, 0.1136, 6.2362], [-2.7409, 0.6085, 6.1447], [-3.3881, 0.5687, 4.9287], [-2.7246, 0.0195, 3.8489], [-1.4418, -0.4766, 4.0296], [-0.9149, 0.0626, 7.1820], [-3.2485, 1.1034, 6.9638], [-4.4376, 0.8127, 4.8173], [-3.1637, -0.0453, 2.8618], [-0.9898, -0.9202, 3.1550]], "forces_ev_per_angstrom": [[-0.2, -0.2, 0.5], [0.1, 0.8, -1.0], [0.3, -0.3, 0.3], [0.2, 0.3, -0.4], [0.1, -0.2, 0.0], [-0.8, -0.7, 0.0], [0.4, 0.3, 0.1], [-0.6, -0.3, 0.1], [-0.5, 1.2, -0.3], [0.7, -0.8, 0.2], [0.2, 0.5, -0.1], [0.0, 0.0, 0.3], [-0.1, -0.7, 0.2], [0.2, 0.0, -0.2], [-0.4, -0.4, -0.6], [0.1, -0.4, 0.7], [1.0, 0.6, 0.6], [-0.9, 0.0, -0.9], [-0.4, 0.0, 0.8], [-0.6, 0.1, -0.4], [0.4, -0.1, 0.0], [0.3, -0.2, 0.6], [0.0, -0.1, 0.0], [0.2, 0.1, 0.3], [-0.3, 0.3, 0.0], [0.1, 0.0, 0.1], [0.3, 0.0, -0.1], [0.1, -0.4, -0.6], [0.5, 0.5, 0.5], [0.0, -0.4, -0.5], [0.9, 0.6, 0.7], [-0.5, -0.2, 0.7], [0.0, 0.1, 0.3], [-1.3, -0.8, -0.9], [0.0, -0.1, 0.3], [0.9, 0.5, 0.2], [-0.1, 0.0, 0.0], [-0.3, -0.1, -0.4], [-0.2, 0.1, 0.3], [-0.2, 0.3, -0.5], [0.2, -0.1, -0.2], [0.3, 1.0, 0.2], [-0.5, -0.7, -0.1], [0.4, 0.0, 0.0], [0.1, -0.1, 1.1], [0.2, 0.3, 0.1], [-0.5, -0.3, -0.4], [-0.1, 0.0, 0.0], [0.0, -0.2, -0.2], [0.2, 0.0, 0.0], [0.2, -0.3, 0.0], [0.0, 0.1, -0.1], [-0.2, 0.2, -0.4], [0.1, 0.0, -0.2], [0.0, -0.1, 0.0], [0.1, -0.4, 0.1], [0.8, 0.0, -0.3], [-0.1, 1.1, -0.4], [-1.2, -1.8, 0.6], [0.5, 1.6, 0.0], [0.0, -0.3, 0.1], [0.8, 0.3, -0.5], [-0.3, -0.2, 0.2], [-0.2, 0.0, 0.2], [-0.3, 0.1, -0.2], [-0.3, 0.0, 0.1], [0.1, -0.3, 0.1], [-0.2, 0.0, 0.0], [0.2, 0.0, 0.1], [0.4, -0.1, 0.4], [-0.2, -0.2, 0.0], [1.1, 0.0, -0.2], [-0.6, 0.2, -0.3], [-0.1, 0.4, -0.1], [-0.8, -0.2, 0.0], [0.0, 0.2, -0.1], [-0.6, 0.0, -0.3], [0.1, -0.2, 0.0], [0.1, -0.1, 0.2], [0.4, 0.1, -0.2], [-0.4, 0.0, 0.6], [-0.1, -0.8, -0.1], [0.0, 1.0, 0.3], [-0.1, -0.6, -1.1], [-0.6, 0.2, 0.3], [0.7, 0.6, 0.5], [0.2, 0.1, -0.4], [0.0, 0.0, 0.0], [0.2, 0.0, 0.2], [0.2, -0.1, -0.1], [-0.1, -0.2, -0.5], [0.4, -0.2, 0.4], [-0.6, 0.0, 0.0], [0.0, -0.3, -0.3], [-0.5, 0.7, 0.0], [0.0, -1.5, 0.9], [0.3, 0.3, -0.5], [-0.1, 0.2, -0.1], [0.3, -0.1, 0.1], [0.1, 0.0, -0.1], [-0.2, 0.5, -0.4], [0.0, 0.0, 0.0], [0.6, -0.2, -0.8], [-1.1, -0.1, 0.3], [0.9, 0.8, 0.7], [-0.5, -0.2, -0.2], [0.4, -0.2, -0.1], [-0.1, -0.2, 0.4], [0.3, 0.0, -0.2], [-0.1, -0.1, -0.3], [0.2, 0.0, 0.1], [-0.6, 0.4, 0.1], [0.0, 0.0, -0.1], [0.1, -0.3, 0.0], [-0.6, 0.4, 0.1], [1.1, -0.4, 0.0], [-0.6, 0.2, -0.4], [-0.1, -0.1, 0.1], [-0.2, -0.2, 0.2], [0.1, 0.0, 0.0], [-0.1, 0.2, 0.0], [0.2, 0.0, 0.2], [0.1, 0.0, 0.0], [0.0, 0.2, -0.2], [-0.1, -0.5, -0.5], [-0.3, 0.0, -0.3], [0.1, 0.5, 0.2], [-0.3, -0.7, -0.4], [0.2, -0.2, -0.1], [-0.3, 0.7, 0.4], [0.0, 0.3, 0.1], [0.2, -0.3, 0.3], [0.1, 0.4, 0.1], [-0.2, 0.0, 0.1], [0.6, 0.0, 0.3]], "homo_lumo_gap_ev": 8.46, "max_force_ev_per_a": 2.2, "charge": -1, "homo_energy_ev": -7.6, "lumo_ev": 0.851}